2 unconnected molecules or ions with the total composition C3H8O2. Source: OMol25; level of theory: wB97M-V/def2-TZVPD.

Output
ΔE to the lowest compared entry with this formula, charge and spin   15.36 kcal/mol
2S+1   1
SMILES   CCC=O.O
Total energy   -269.57041 a.u.
E_HOMO   -0.3766 Eh
Gap between HOMO and LUMO   11.1 eV

Each atom is followed by the atoms it is bonded to, with distances in Å.
Geometry (Å):
1 C 1.33297 -1.14560 0.26923  C4 1.534, H6 1.094, H7 1.095, H8 1.095
2 C 0.12211 0.42070 -1.14861  O3 1.214, C4 1.502, H9 1.110
3 O -1.02943 0.50235 -1.52408  C2 1.214
4 C 0.56834 0.18399 0.26596  C1 1.534, C2 1.502, H11 1.093, H12 1.097
5 O -2.37646 1.23804 0.83799  H10 0.973, H13 0.964
6 H 1.51302 -1.52027 1.28127  C1 1.094
7 H 2.30406 -1.02746 -0.22296  C1 1.095
8 H 0.75841 -1.90275 -0.27363  C1 1.095
9 H 0.93373 0.46486 -1.90423  C2 1.110
10 H -2.07896 1.06025 -0.07165  O5 0.973
11 H -0.30126 0.18968 0.92816  C4 1.093
12 H 1.24421 0.99227 0.56997  C4 1.097
13 H -2.91220 0.46588 1.05208  O5 0.964

***

2 unconnected molecules or ions with the total composition C3H8O2. Source: OMol25; level of theory: wB97M-V/def2-TZVPD.

Output
ΔE to the lowest compared entry with this formula, charge and spin   13.87 kcal/mol
2S+1   2
Total energy   -269.22509 a.u.
Charge   +1
E_HOMO (alpha / beta)   -0.4843 / -0.4843 Eh
Gap between HOMO and LUMO (alpha / beta)   8.2 / 4.8 eV
Expectation value of S²   0.754

Each atom is followed by the atoms it is bonded to, with distances in Å.
Geometry (Å):
1 C 2.13930 -1.27493 0.57440  C2 1.460, H5 1.081, H6 1.092, H7 1.083
2 C 1.60418 -0.39587 1.61072  C1 1.460, C3 1.407, H8 1.085
3 C 0.32997 -0.50645 2.19600  C2 1.407, O4 1.297, H9 1.085
4 O -0.16541 0.41102 2.96712  C3 1.297, H10 0.977
5 H 2.10632 -2.32924 0.81247  C1 1.081
6 H 1.54228 -1.24047 -0.33915  C1 1.092
7 H 3.12592 -0.93155 0.28901  C1 1.083
8 H 2.10835 0.55665 1.73295  C2 1.085
9 H -0.21252 -1.44656 2.19378  C3 1.085
10 H 0.16656 1.29724 2.72361  O4 0.977
11 H -4.85474 1.44012 -4.72063  O13 0.964
12 H -3.60610 2.43422 -4.76685  O13 0.958
13 O -4.28412 1.98582 -5.27342  H11 0.964, H12 0.958

***

What did we get for max |F|? Answer: 0.53 1.63 eV/A, in the order shown.